Entry 1:
This record from the OMol25 dataset describes an isolated molecule of C9H7NO4 at a distorted geometry. The level of theory is ωB97M-V with the def2-TZVPD basis set.

Geometry as XYZ:
```
21
Properties=species:S:1:pos:R:3:forces:R:3
C -2.3833 1.9825 0.1893 -1.35 1.71 0.36
C 1.6112 -0.0765 0.7166 -0.71 -0.97 3.01
C 2.7902 0.4066 1.2146 0.40 -0.78 1.21
C 2.5076 1.2788 -0.7404 -0.19 0.22 -0.15
C 1.3913 0.4859 -0.5534 1.76 1.55 0.42
C -1.5044 -0.1751 -0.1720 -1.20 -0.15 -0.72
C 0.2111 0.3104 -1.4431 0.56 -0.03 -1.04
C -1.5753 1.1419 -0.5057 0.53 -2.94 1.06
C -1.9334 -2.3604 0.5591 0.22 0.87 1.75
N -3.1534 2.6237 0.7496 -0.24 0.39 0.40
O -0.5620 -0.7876 -0.9638 -0.48 0.40 0.34
O 3.3880 1.2603 0.3412 -1.86 -0.75 -1.33
O -0.6823 1.4698 -1.4850 1.51 -0.93 -0.60
O -2.3427 -0.9322 0.5963 1.41 -0.44 -1.37
H 0.8883 -0.6565 1.3849 1.23 0.66 -1.39
H 3.3474 0.1589 2.1705 -0.88 0.58 -1.51
H 2.7421 1.9545 -1.5550 0.20 -0.16 0.27
H 0.5964 0.0074 -2.4386 -0.78 0.67 0.27
H -2.5159 -3.0558 -0.0395 -0.06 0.68 -0.49
H -1.9354 -2.7177 1.5789 -0.75 0.09 0.46
H -0.8854 -2.3188 0.3956 0.69 -0.67 -0.96
```
Forces are in eV/Å.

Values from the calculation:
Energy relative to the best compared isomer or geometry (same formula, charge and spin): 3.173 eV
Net charge: 0
SMILES string: COC1=C(C#N)O[C@@H](c2ccoc2)O1
Lowest unoccupied orbital energy: 0.58 eV

Entry 2:
This record from the OMol25 dataset describes an isolated molecule of C17H25F3N2O. The level of theory is ωB97M-V with the def2-TZVPD basis set.

Geometry as XYZ:
```
48
Properties=species:S:1:pos:R:3:forces:R:3
C -2.8418 -2.4418 -0.9191 -0.15 0.16 0.27
H -2.2206 -2.1690 -1.7687 0.10 0.01 -0.12
H -3.6312 -3.1014 -1.2724 -0.06 -0.10 -0.09
H -2.2366 -2.9914 -0.2023 0.09 -0.08 0.01
C -3.4655 -1.1971 -0.2714 -0.18 -0.04 -0.25
N -2.5423 -0.2483 0.3225 -0.02 -0.14 0.16
C -2.1312 -0.4628 1.6898 0.19 -0.14 0.16
C -0.7876 -1.1875 1.8442 -0.26 0.11 0.14
N 0.2188 -0.4495 1.1076 0.01 -0.15 0.08
C -0.1389 -0.4368 -0.3014 -0.09 0.03 -0.26
H 0.6359 0.0846 -0.8646 -0.04 -0.06 -0.01
C -1.4752 0.2942 -0.4996 0.15 0.32 0.03
H -1.7656 0.1896 -1.5475 0.01 -0.01 -0.02
C -1.3210 1.7963 -0.1981 0.15 -0.07 -0.56
C -0.6444 2.5886 -1.3175 -0.36 0.24 0.29
O 0.7268 2.3075 -1.4808 0.45 -0.08 -0.03
H 1.1674 2.4352 -0.6317 0.05 -0.03 -0.07
H -0.7800 3.6640 -1.1234 -0.08 -0.13 -0.09
H -1.1043 2.3570 -2.2814 -0.07 0.06 0.04
H -0.7478 1.9159 0.7227 -0.02 0.11 0.11
H -2.3177 2.2105 -0.0412 -0.03 0.02 0.05
H -0.2087 -1.4653 -0.6942 0.00 0.00 0.04
C 1.5634 -0.9661 1.3070 -0.21 -0.12 0.07
C 2.5594 0.0628 0.8433 0.27 0.04 -0.17
C 2.4058 1.3638 1.3139 0.04 -0.07 0.04
C 3.2611 2.3765 0.9238 0.03 0.03 0.03
C 4.2991 2.1054 0.0467 0.03 0.01 -0.06
C 4.4748 0.8208 -0.4286 -0.02 -0.06 0.00
C 3.6117 -0.1966 -0.0338 -0.01 0.03 0.05
C 3.8413 -1.5838 -0.5665 0.09 -0.42 -0.12
F 2.8144 -2.0426 -1.3074 -0.23 0.14 -0.04
F 4.9247 -1.6733 -1.3503 0.19 0.23 -0.09
F 4.0256 -2.4922 0.4143 -0.03 0.07 0.23
H 5.2820 0.6014 -1.1098 0.04 -0.02 -0.04
H 4.9704 2.8898 -0.2652 0.06 0.08 -0.04
H 3.1234 3.3777 1.3050 -0.01 0.09 0.05
H 1.5914 1.5605 1.9943 -0.10 0.05 0.06
H 1.7097 -1.1241 2.3815 -0.02 -0.05 -0.07
H 1.7041 -1.9355 0.8070 -0.01 0.10 0.11
H -0.5119 -1.2085 2.9023 0.00 -0.04 -0.01
H -0.8684 -2.2305 1.4892 0.02 0.01 0.02
H -2.9086 -1.0185 2.2173 -0.02 0.06 0.00
H -2.0346 0.5192 2.1677 0.04 -0.09 0.14
C -4.3612 -0.4742 -1.2830 0.05 -0.18 0.28
H -5.1888 -1.1168 -1.5719 -0.10 -0.06 -0.13
H -4.7591 0.4339 -0.8389 -0.06 0.09 0.03
H -3.8088 -0.2075 -2.1800 0.06 0.03 -0.16
H -4.1089 -1.5342 0.5506 0.07 0.04 -0.07
```
Forces are in eV/Å.

Values from the calculation:
Energy relative to the best compared isomer or geometry (same formula, charge and spin): 0.000 eV
Net charge: 0
SMILES string: CC(C)N1CCN(Cc2ccccc2C(F)(F)F)C[C@@H]1CCO
Lowest unoccupied orbital energy: 0.81 eV

Entry 3:
This record from the OMol25 dataset describes a structure of composition C24H29GeN2Se4Ti at a distorted geometry. The level of theory is ωB97M-V with the def2-TZVPD basis set.

Geometry as XYZ:
```
61
Properties=species:S:1:pos:R:3:forces:R:3
Ti 1.5188 1.8534 0.2009 0.28 1.59 0.34
Se 3.6828 1.8190 -0.9701 -0.20 -0.19 0.09
Se 2.6825 3.9262 -0.8681 -0.08 -0.26 0.27
Se 2.8168 4.4790 1.4457 0.07 0.03 -0.18
Se 1.9879 2.5162 2.4909 0.08 -0.23 -0.26
C -2.8935 4.2099 1.2054 -0.04 0.04 0.03
C -2.7712 2.7106 1.4544 -0.13 0.02 -0.16
N -2.6186 1.9143 0.2236 -0.26 -0.02 0.15
C -3.8017 1.1582 -0.2366 -0.01 0.24 0.04
C -4.8123 2.0363 -0.9590 -0.01 0.04 -0.02
C -1.4649 1.8592 -0.4046 0.41 0.21 0.08
C -1.3449 1.0739 -1.6739 -0.07 0.13 0.08
N -0.3773 2.4938 0.0629 -0.56 -0.71 -0.64
H -2.9806 4.7304 2.1614 0.00 -0.04 -0.07
H -3.7812 4.4340 0.6144 0.03 0.00 0.02
H -2.0320 4.6213 0.6783 0.01 -0.02 0.00
H -3.6669 2.3451 1.9483 -0.05 -0.04 0.04
H -1.9397 2.4853 2.1216 0.08 -0.06 0.08
H -4.2468 0.7070 0.6485 0.00 -0.02 0.05
H -3.4761 0.3410 -0.8678 0.06 -0.05 -0.05
H -5.2228 2.8020 -0.2972 0.03 -0.05 -0.05
H -5.6420 1.4223 -1.3126 0.04 0.04 0.02
H -4.3607 2.5332 -1.8226 -0.04 -0.05 0.08
H -1.4311 0.0019 -1.4929 0.01 0.00 0.02
H -0.3841 1.2635 -2.1339 0.15 0.01 -0.07
H -2.1218 1.3680 -2.3801 0.00 0.00 0.02
H -0.5607 3.0559 0.8795 -0.07 0.18 0.22
C 5.7503 -2.4510 0.8901 0.03 -0.01 0.01
C 5.1511 -1.6030 1.8134 -0.08 0.03 -0.03
C 3.8883 -1.0835 1.5592 0.11 -0.26 -0.25
C 3.2055 -1.4042 0.3801 0.08 -0.04 0.08
C 3.8201 -2.2596 -0.5357 0.00 0.07 -0.01
C 5.0848 -2.7807 -0.2807 -0.03 -0.01 -0.05
Ge 1.4267 -0.6650 0.0024 0.53 -0.99 -0.12
C 0.1712 -1.3523 1.3455 -0.21 0.28 0.25
C -0.5095 -0.4724 2.1972 -0.10 -0.43 -0.03
C -1.3710 -0.9375 3.1869 0.05 0.00 -0.07
C -1.5683 -2.3022 3.3379 -0.01 0.00 0.00
C -0.8913 -3.1915 2.5124 0.01 -0.01 -0.01
C -0.0271 -2.7221 1.5318 0.08 0.00 0.05
C 0.9214 -1.3043 -1.7807 -0.20 -0.03 -0.16
C 1.3560 -0.6503 -2.9375 -0.06 -0.36 -0.05
C 0.9937 -1.1103 -4.1990 0.00 0.01 0.08
C 0.1831 -2.2308 -4.3256 -0.03 -0.01 -0.02
C -0.2609 -2.8906 -3.1881 0.04 0.05 0.10
C 0.1008 -2.4280 -1.9253 0.02 0.10 -0.07
H 6.7357 -2.8570 1.0863 -0.05 0.02 -0.01
H 5.6687 -1.3479 2.7309 -0.04 0.00 -0.04
H 3.4361 -0.4361 2.2913 -0.13 0.20 0.18
H 3.3087 -2.5219 -1.4565 0.05 -0.01 0.03
H 5.5499 -3.4458 -0.9999 -0.04 0.04 0.04
H -0.3610 0.5928 2.1085 0.03 0.26 -0.03
H -1.8751 -0.2396 3.8476 0.04 -0.03 -0.05
H -2.2350 -2.6741 4.1069 0.04 0.01 -0.04
H -1.0263 -4.2584 2.6428 0.00 0.04 -0.01
H 0.5202 -3.4387 0.9279 -0.01 0.02 0.04
H 2.0005 0.2118 -2.8646 0.12 0.18 0.03
H 1.3488 -0.5967 -5.0837 0.00 0.00 0.01
H -0.1010 -2.5902 -5.3088 0.04 0.03 0.08
H -0.8867 -3.7698 -3.2804 0.01 0.02 0.01
H -0.2666 -2.9501 -1.0487 0.00 0.03 -0.09
```
Forces are in eV/Å.

Values from the calculation:
Energy relative to the best compared isomer or geometry (same formula, charge and spin): 0.536 eV
Net charge: +1
Lowest unoccupied orbital energy: -3.99 eV

no.,frontier orbital gap (eV),molar mass (u)
1,8.963,193.16
2,8.747,330.39
3,7.070,781.83